C20H56N5O6Sr | the ωB97M-V functional and the def2-TZVPD basis

Positions of all 88 atoms, in Å:
Sr (3.016, -0.073, 2.328)
O (1.210, 0.315, 0.675)
H (1.327, 1.076, 0.101)
C (0.492, 1.534, -2.851)
C (-0.259, 1.616, -4.180)
C (-1.198, 2.829, -4.227)
O (-1.969, 2.793, -5.399)
C (-2.878, 3.860, -5.592)
N (0.675, 1.617, -5.291)
H (1.108, 2.413, -2.646)
H (1.171, 0.700, -3.037)
H (-0.165, 1.329, -2.007)
H (-0.909, 0.739, -4.226)
H (-0.612, 3.755, -4.178)
H (-1.895, 2.798, -3.377)
H (-2.401, 4.844, -5.619)
H (-3.569, 3.831, -4.737)
H (-3.391, 3.643, -6.523)
H (0.232, 1.274, -6.137)
H (0.939, 2.559, -5.567)
C (-0.958, 3.746, -0.020)
C (-1.893, 2.755, 0.683)
C (-2.735, 1.963, -0.304)
O (-3.865, 1.508, 0.420)
C (-4.595, 0.485, -0.193)
N (-1.144, 1.921, 1.612)
H (-0.441, 3.279, -0.865)
H (-0.191, 4.230, 0.584)
H (-1.502, 4.566, -0.497)
H (-2.550, 3.405, 1.263)
H (-2.228, 1.071, -0.707)
H (-3.138, 2.540, -1.152)
H (-4.038, -0.460, -0.161)
H (-4.873, 0.769, -1.212)
H (-5.487, 0.251, 0.388)
H (-0.472, 1.323, 1.113)
H (-1.804, 1.243, 1.998)
C (-0.251, -2.962, -1.403)
C (-1.348, -2.233, -0.638)
C (-2.479, -3.234, -0.307)
O (-3.100, -3.749, -1.435)
C (-3.813, -2.882, -2.303)
N (-0.780, -1.703, 0.619)
H (0.572, -2.333, -1.743)
H (-0.651, -3.508, -2.258)
H (0.120, -3.725, -0.710)
H (-1.738, -1.383, -1.210)
H (-3.128, -2.874, 0.508)
H (-1.921, -4.028, 0.205)
H (-4.591, -2.353, -1.752)
H (-4.220, -3.511, -3.090)
H (-3.098, -2.220, -2.803)
H (-0.098, -0.957, 0.424)
H (-1.519, -1.241, 1.144)
C (1.752, 1.586, 5.497)
C (1.038, 1.818, 4.158)
C (1.750, 2.808, 3.218)
O (3.092, 2.364, 2.850)
C (3.766, 3.365, 2.095)
N (0.862, 0.478, 3.589)
H (2.733, 1.120, 5.330)
H (1.130, 1.065, 6.221)
H (2.108, 2.468, 6.044)
H (0.063, 2.182, 4.495)
H (1.834, 3.796, 3.671)
H (1.261, 2.892, 2.246)
H (4.752, 2.992, 1.824)
H (3.886, 4.263, 2.702)
H (3.240, 3.644, 1.179)
H (0.370, 0.623, 2.710)
H (0.220, -0.078, 4.143)
C (4.413, -2.771, 0.478)
C (3.035, -3.369, 0.788)
C (3.105, -4.586, 1.693)
O (1.807, -5.084, 1.815)
C (1.805, -6.297, 2.540)
N (2.165, -2.337, 1.398)
H (4.894, -3.472, -0.211)
H (5.080, -2.758, 1.346)
H (4.343, -1.806, -0.026)
H (2.586, -3.701, -0.155)
H (3.565, -4.301, 2.656)
H (3.829, -5.329, 1.335)
H (2.526, -7.020, 2.140)
H (0.841, -6.789, 2.596)
H (2.176, -6.120, 3.558)
H (1.365, -2.892, 1.741)
H (1.641, -1.906, 0.630)

Summary:
Net charge: +1
HOMO-LUMO gap, hartree: 0.2822
Energy, a.u.: -1551.321764
Multiplicity: 1

These are the Mulliken partial charges, in e, on atoms 1 to 6: number 1, Sr, carries 1.58; number 2, O, carries -0.70; number 3, H, carries -0.16; number 4, C, carries -0.84; number 5, C, carries 0.27; number 6, C, carries -0.08



C20H57CuN3O11P | the ωB97M-V functional and the def2-TZVPD basis

Positions of all 93 atoms, in Å:
Cu (0.593, -1.002, 0.174)
P (1.593, -1.427, 2.798)
O (2.430, -1.395, 1.519)
O (2.278, -0.978, 4.081)
O (1.202, -2.841, 3.382)
O (0.288, -0.568, 2.643)
C (1.639, -1.096, -3.862)
C (1.849, -2.356, -3.042)
O (1.604, -2.041, -1.678)
H (0.613, -0.735, -3.785)
H (1.831, -1.382, -4.896)
H (2.304, -0.298, -3.532)
H (2.846, -2.770, -3.191)
H (1.131, -3.099, -3.388)
H (1.836, -2.812, -1.154)
C (2.551, -5.833, -0.402)
C (2.995, -4.652, 0.534)
O (1.973, -3.733, 0.476)
H (1.624, -6.273, -0.035)
H (3.297, -6.628, -0.397)
H (2.425, -5.453, -1.416)
H (3.967, -4.232, 0.274)
H (2.987, -5.006, 1.564)
H (2.289, -3.028, 1.046)
C (3.877, 2.565, -0.428)
C (3.481, 1.085, -0.399)
O (2.308, 0.914, 0.358)
H (3.222, 3.207, -1.016)
H (4.869, 2.623, -0.877)
H (3.942, 2.858, 0.620)
H (4.250, 0.511, 0.116)
H (3.336, 0.669, -1.396)
H (2.482, 0.079, 0.799)
C (-4.128, 1.064, 1.502)
C (-2.748, 0.886, 2.152)
O (-1.942, -0.093, 1.498)
H (-4.106, 1.234, 0.425)
H (-4.725, 1.909, 1.844)
H (-4.781, 0.235, 1.775)
H (-2.842, 0.648, 3.212)
H (-2.201, 1.828, 2.174)
H (-1.161, -0.160, 2.053)
C (1.259, 4.300, 2.190)
C (0.665, 2.988, 2.801)
C (-0.530, 3.311, 3.661)
O (-0.940, 2.208, 4.453)
C (-1.991, 2.561, 5.253)
N (0.355, 2.068, 1.723)
H (1.793, 4.924, 2.907)
H (0.527, 4.839, 1.589)
H (2.105, 4.035, 1.557)
H (1.408, 2.500, 3.431)
H (-1.399, 3.591, 3.066)
H (-0.264, 4.097, 4.367)
H (-2.891, 2.907, 4.745)
H (-1.684, 3.348, 5.941)
H (-2.277, 1.709, 5.870)
H (0.393, 1.163, 2.170)
H (1.174, 1.866, 1.168)
C (-1.367, -4.414, -1.341)
C (-1.451, -2.924, -0.929)
C (-2.844, -2.250, -1.067)
O (-3.292, -2.298, -2.428)
C (-4.598, -1.817, -2.618)
N (-0.926, -2.766, 0.420)
H (-0.373, -4.786, -1.093)
H (-1.603, -4.543, -2.398)
H (-2.074, -5.031, -0.787)
H (-0.778, -2.399, -1.607)
H (-2.777, -1.229, -0.692)
H (-3.553, -2.751, -0.408)
H (-4.831, -1.907, -3.679)
H (-4.659, -0.787, -2.267)
H (-5.346, -2.364, -2.044)
H (-0.108, -3.358, 0.402)
H (-1.446, -3.293, 1.106)
C (-2.286, 2.073, -1.966)
C (-0.832, 1.631, -2.048)
C (0.206, 2.819, -2.044)
O (0.287, 3.289, -3.420)
C (1.280, 4.261, -3.725)
N (-0.663, 0.881, -0.796)
H (-2.905, 1.177, -2.024)
H (-2.627, 2.777, -2.725)
H (-2.482, 2.576, -1.020)
H (-0.613, 0.965, -2.882)
H (1.172, 2.530, -1.629)
H (-0.168, 3.545, -1.322)
H (0.917, 5.246, -3.430)
H (1.465, 4.287, -4.799)
H (2.257, 4.020, -3.307)
H (-1.563, 0.568, -0.462)
H (-0.399, 1.431, 0.009)

Summary:
Net charge: -1
HOMO-LUMO gap (alpha / beta), hartree: 0.2687 / 0.2667
Energy, a.u.: -3770.003421
Multiplicity: 2

These are the Mulliken partial charges, in e, on atoms 1 to 6: number 1, Cu, carries 3.28; number 2, P, carries 0.66; number 3, O, carries -1.15; number 4, O, carries -0.73; number 5, O, carries -0.62; number 6, O, carries -0.93



C20H57F6NO16P | the ωB97M-V functional and the def2-TZVPD basis

Positions of all 101 atoms, in Å:
P (0.149, -1.182, -0.858)
F (-0.158, -0.081, -2.174)
F (1.166, -0.110, -0.274)
F (-1.000, -0.535, 0.104)
F (0.520, -2.245, 0.419)
F (-0.918, -2.230, -1.524)
F (1.379, -1.899, -1.703)
C (-1.750, 9.154, 0.120)
O (-0.313, 9.400, -0.043)
C (0.374, 8.369, -0.703)
C (0.514, 7.100, 0.213)
N (0.953, 7.279, 1.568)
C (0.598, 6.072, 2.386)
C (0.954, 6.352, 3.825)
O (0.189, 7.476, 4.250)
C (0.636, 8.179, 5.379)
H (-2.293, 10.090, -0.014)
H (-1.885, 8.769, 1.131)
H (-2.217, 8.497, -0.613)
H (1.300, 8.909, -0.899)
H (-0.218, 8.174, -1.598)
H (1.049, 6.336, -0.351)
H (-0.470, 6.632, 0.245)
H (0.318, 7.992, 1.898)
H (1.127, 5.261, 1.886)
H (-0.455, 5.844, 2.220)
H (1.984, 6.701, 3.751)
H (0.761, 5.435, 4.381)
H (1.720, 8.290, 5.395)
H (0.279, 7.662, 6.270)
H (0.225, 9.182, 5.493)
C (2.492, -6.990, 6.695)
C (1.364, -6.021, 6.204)
O (0.109, -6.046, 6.873)
O (2.383, -8.336, 6.511)
H (2.544, -6.893, 7.780)
H (3.422, -6.508, 6.391)
H (1.248, -6.202, 5.136)
H (1.665, -4.974, 6.170)
H (-0.249, -6.936, 6.904)
H (1.495, -8.437, 6.863)
C (6.210, -4.378, -8.058)
C (4.955, -3.497, -7.965)
O (3.815, -4.275, -8.371)
O (6.836, -4.814, -9.274)
H (5.948, -5.224, -7.423)
H (6.916, -3.653, -7.653)
H (5.137, -2.657, -8.635)
H (4.950, -3.053, -6.969)
H (3.065, -3.684, -8.269)
H (6.160, -5.277, -9.774)
C (-6.137, -2.883, 2.486)
C (-5.092, -4.095, 2.408)
O (-5.645, -5.375, 2.803)
O (-6.610, -2.415, 3.709)
H (-7.002, -3.129, 1.870)
H (-5.650, -2.001, 2.071)
H (-4.133, -3.859, 2.870)
H (-4.755, -4.311, 1.394)
H (-4.976, -5.922, 3.221)
H (-7.347, -1.817, 3.568)
C (-5.641, 2.848, -3.950)
C (-6.192, 1.409, -3.878)
O (-5.255, 0.560, -3.164)
O (-5.321, 3.385, -2.644)
H (-6.360, 3.526, -4.410)
H (-4.900, 2.665, -4.728)
H (-6.691, 1.115, -4.801)
H (-6.997, 1.409, -3.143)
H (-4.338, 0.842, -3.171)
H (-5.381, 2.680, -1.994)
C (-2.455, 0.699, 6.705)
C (-3.110, -0.416, 7.512)
O (-2.245, -1.018, 8.443)
O (-1.314, 0.147, 6.130)
H (-1.959, 1.460, 7.307)
H (-3.012, 1.162, 5.891)
H (-3.512, -1.210, 6.882)
H (-3.992, -0.085, 8.060)
H (-1.925, -1.807, 8.001)
H (-1.633, -0.306, 5.347)
C (-2.239, -2.641, -7.536)
C (-2.136, -3.511, -8.823)
O (-1.498, -4.697, -8.510)
O (-0.988, -2.308, -6.975)
H (-2.610, -3.264, -6.722)
H (-2.992, -1.860, -7.645)
H (-1.484, -3.121, -9.605)
H (-3.132, -3.800, -9.159)
H (-0.546, -4.575, -8.512)
H (-1.089, -1.719, -6.223)
C (9.246, -1.988, -0.694)
C (7.677, -2.104, -0.708)
O (7.120, -2.266, 0.630)
O (9.879, -0.770, -0.493)
H (9.762, -2.439, -1.542)
H (9.440, -2.716, 0.094)
H (7.243, -2.836, -1.388)
H (7.389, -1.167, -1.185)
H (6.185, -2.048, 0.631)
H (9.371, -0.443, 0.254)

Summary:
Net charge: -1
HOMO-LUMO gap, hartree: 0.3392
Energy, a.u.: -2995.319413
Multiplicity: 1

These are the Mulliken partial charges, in e, on atoms 1 to 6: number 1, P, carries 1.22; number 2, F, carries -0.42; number 3, F, carries -0.34; number 4, F, carries -0.35; number 5, F, carries -0.40; number 6, F, carries -0.35



C20H58ClN4O11 | the ωB97M-V functional and the def2-TZVPD basis

Positions of all 94 atoms, in Å:
Cl (-0.940, 0.700, 1.125)
O (-0.783, 1.899, 0.310)
O (0.317, -0.066, 1.112)
O (-1.402, 0.956, 2.521)
O (-1.944, -0.159, 0.477)
O (-5.534, 0.114, 4.686)
H (-4.814, 0.529, 4.210)
H (-6.082, 0.844, 4.976)
C (-3.988, -5.461, 2.078)
C (-4.781, -5.713, 0.784)
C (-3.870, -5.878, -0.530)
O (-4.758, -6.328, -1.529)
C (-4.227, -6.345, -2.899)
N (-5.705, -6.821, 1.004)
H (-3.216, -4.704, 1.942)
H (-3.422, -6.333, 2.404)
H (-4.644, -5.209, 2.912)
H (-5.386, -4.813, 0.672)
H (-3.138, -6.655, -0.306)
H (-3.418, -4.928, -0.814)
H (-3.673, -7.257, -3.121)
H (-3.642, -5.462, -3.156)
H (-5.043, -6.339, -3.622)
H (-6.064, -6.624, 1.927)
H (-5.103, -7.614, 1.172)
C (3.194, -1.903, -3.515)
C (4.479, -1.004, -3.358)
C (4.254, 0.437, -3.911)
O (5.549, 1.074, -4.193)
C (5.428, 2.112, -5.176)
N (4.707, -0.978, -1.943)
H (2.346, -1.501, -2.960)
H (3.557, -2.900, -3.267)
H (2.913, -1.895, -4.568)
H (5.360, -1.379, -3.880)
H (3.503, 0.983, -3.340)
H (3.751, 0.379, -4.876)
H (5.121, 1.665, -6.122)
H (6.386, 2.606, -5.336)
H (4.722, 2.881, -4.862)
H (5.359, -0.268, -1.644)
H (3.841, -0.795, -1.456)
C (1.213, -1.739, 6.902)
C (1.840, -0.516, 7.510)
C (2.864, 0.025, 6.511)
O (3.939, -0.925, 6.159)
C (4.437, -0.803, 4.829)
N (0.730, 0.451, 7.761)
H (0.423, -2.249, 7.453)
H (2.012, -2.477, 6.836)
H (0.864, -1.577, 5.882)
H (2.358, -0.736, 8.444)
H (3.292, 0.891, 7.015)
H (2.222, 0.337, 5.688)
H (5.355, -1.376, 4.695)
H (4.899, 0.174, 4.693)
H (3.716, -1.001, 4.036)
H (0.332, 0.761, 6.886)
H (1.027, 1.363, 8.080)
C (-6.203, -1.080, -6.099)
C (-5.165, -0.596, -5.063)
C (-4.438, 0.733, -5.384)
O (-3.975, 0.587, -6.751)
C (-2.930, 1.483, -7.071)
N (-5.765, -0.523, -3.735)
H (-7.069, -0.422, -6.164)
H (-6.634, -2.060, -5.897)
H (-5.789, -1.103, -7.107)
H (-4.404, -1.375, -5.010)
H (-3.572, 0.873, -4.737)
H (-5.027, 1.629, -5.191)
H (-3.334, 2.495, -7.110)
H (-2.611, 1.248, -8.087)
H (-2.102, 1.514, -6.363)
H (-4.979, -0.301, -3.140)
H (-6.393, 0.267, -3.710)
C (0.597, 7.046, 2.706)
C (0.682, 6.326, 4.062)
O (1.447, 7.065, 4.915)
H (0.099, 8.015, 2.738)
H (0.041, 6.399, 2.028)
H (1.575, 7.138, 2.235)
H (1.174, 5.370, 3.888)
H (-0.258, 6.067, 4.550)
H (2.283, 6.597, 4.976)
C (4.919, 4.459, 0.416)
C (6.048, 5.309, -0.257)
O (7.124, 5.279, 0.727)
H (5.232, 3.432, 0.605)
H (4.073, 4.318, -0.257)
H (4.590, 4.904, 1.355)
H (5.729, 6.331, -0.465)
H (6.329, 4.832, -1.196)
H (7.976, 5.293, 0.284)

Summary:
Net charge: -1
HOMO-LUMO gap, hartree: 0.3007
Energy, a.u.: -2303.293394
Multiplicity: 1

These are the Mulliken partial charges, in e, on atoms 1 to 6: number 1, Cl, carries 1.51; number 2, O, carries -0.63; number 3, O, carries -0.63; number 4, O, carries -0.62; number 5, O, carries -0.64; number 6, O, carries -0.65



C20H59ClO13 | the ωB97M-V functional and the def2-TZVPD basis

Positions of all 93 atoms, in Å:
O (0.526, -1.221, -3.847)
H (-0.180, -1.857, -3.711)
H (1.303, -1.582, -4.281)
H (0.197, -0.480, -4.361)
Cl (-0.134, -0.951, -0.193)
O (0.650, -0.022, -0.938)
O (-1.477, -0.566, -0.241)
O (-0.056, -2.290, -0.748)
O (0.325, -1.045, 1.183)
C (-3.674, -3.990, 3.497)
C (-2.391, -3.311, 3.042)
C (-1.581, -4.248, 2.160)
O (-2.786, -2.195, 2.288)
H (-4.123, -3.391, 4.289)
H (-3.627, -5.030, 3.818)
H (-4.393, -3.965, 2.677)
H (-1.690, -2.903, 3.770)
H (-2.170, -4.556, 1.297)
H (-1.471, -5.186, 2.704)
H (-0.544, -4.046, 1.892)
H (-2.088, -1.876, 1.711)
C (1.861, 4.078, -1.976)
C (2.087, 3.066, -3.140)
C (3.491, 2.398, -3.067)
O (1.172, 2.050, -3.056)
H (2.724, 4.740, -2.057)
H (1.958, 3.514, -1.048)
H (1.007, 4.746, -2.089)
H (1.816, 3.546, -4.080)
H (4.221, 3.203, -2.981)
H (3.829, 1.898, -3.975)
H (3.527, 1.579, -2.350)
H (1.248, 1.708, -2.162)
C (5.408, -0.283, -0.648)
C (5.042, -1.575, 0.038)
C (3.885, -1.410, 1.030)
O (4.557, -2.436, -0.972)
H (5.638, 0.517, 0.056)
H (4.612, 0.121, -1.272)
H (6.169, -0.334, -1.427)
H (5.887, -2.155, 0.408)
H (3.762, -2.276, 1.681)
H (3.003, -1.096, 0.472)
H (4.205, -0.673, 1.766)
H (3.832, -3.023, -0.748)
C (-1.043, 2.618, 5.724)
C (-0.100, 1.849, 4.751)
C (0.726, 0.673, 5.297)
O (-1.079, 1.102, 3.949)
H (-0.559, 2.896, 6.661)
H (-1.801, 1.900, 6.038)
H (-1.537, 3.518, 5.356)
H (0.464, 2.547, 4.132)
H (0.166, 0.141, 6.066)
H (1.566, 1.248, 5.687)
H (1.184, -0.036, 4.607)
H (-0.577, 0.574, 3.324)
C (-0.066, 2.887, 1.110)
C (-0.534, 4.342, 0.978)
C (-1.491, 4.493, -0.178)
O (-1.053, 4.933, 2.119)
H (0.444, 2.555, 0.206)
H (-0.932, 2.253, 1.300)
H (0.607, 2.758, 1.958)
H (0.398, 4.887, 0.829)
H (-1.191, 4.103, -1.151)
H (-1.732, 5.550, -0.289)
H (-2.418, 3.936, -0.046)
H (-1.936, 4.575, 2.241)
C (-3.275, 0.114, -4.272)
C (-2.340, 1.378, -4.303)
C (-2.509, 2.163, -3.029)
O (-0.978, 1.021, -4.628)
H (-4.317, 0.311, -4.523)
H (-3.296, -0.462, -3.347)
H (-2.798, -0.658, -4.876)
H (-2.520, 2.004, -5.177)
H (-2.161, 1.633, -2.142)
H (-3.469, 2.512, -2.648)
H (-1.858, 3.029, -3.148)
H (-0.420, 1.728, -4.295)
C (-4.903, -3.316, -1.680)
O (-3.500, -3.331, -1.685)
H (-5.200, -3.771, -0.735)
H (-5.355, -2.340, -1.857)
H (-5.189, -3.812, -2.608)
H (-3.267, -2.772, -0.941)
C (2.552, -5.109, 0.304)
O (2.573, -3.976, -0.555)
H (2.851, -4.888, 1.329)
H (1.503, -5.402, 0.294)
H (3.122, -5.944, -0.103)
H (1.693, -3.606, -0.457)

Summary:
HOMO-LUMO gap, hartree: 0.2907
Energy, a.u.: -2235.253860
Multiplicity: 1

These are the Mulliken partial charges, in e, on atoms 1 to 6: number 1, O, carries -0.20; number 2, H, carries 0.41; number 3, H, carries 0.45; number 4, H, carries 0.39; number 5, Cl, carries 1.52; number 6, O, carries -0.46



What is the energy in the fourth record?
-2303.293394 a.u.



Look up the energy of the second one.
-3770.003421 a.u.